A 10-piece molecular cluster, C4H27NO11 overall at a distorted geometry. Source: the Open Molecules 2025 dataset; level of theory: ωB97M-V with the def2-TZVPD basis set.

Positions of all 43 atoms, in Å:
O: 3.433 -0.550 -0.507
C: 2.531 -1.310 -0.761
C: 1.277 -0.674 -1.393
C: 0.598 -1.867 -2.218
C: -0.544 -1.355 -3.115
O: 0.053 -2.774 -1.294
N: 0.263 -0.100 -0.513
H: 2.538 -2.384 -0.538
H: 1.552 0.137 -2.022
H: 1.416 -2.397 -2.649
H: -1.389 -1.999 -2.983
H: -0.276 -1.489 -4.200
H: -0.971 -0.377 -3.058
H: -0.832 -2.575 -0.937
H: -0.237 -0.782 0.063
H: 0.714 0.548 0.095
H: -0.757 -2.756 1.685
H: -0.464 -4.331 1.625
O: -0.154 -3.453 1.401
H: -1.287 -0.489 2.743
H: -2.529 -0.769 1.801
O: -1.734 -1.143 2.194
H: -0.126 1.989 1.908
H: 0.960 2.945 1.914
O: 0.526 2.349 1.273
H: -3.500 1.539 0.137
H: -3.591 0.087 -0.243
O: -3.655 0.674 0.530
H: -0.307 3.441 0.147
H: -1.932 3.286 0.189
O: -1.161 3.545 -0.313
H: -1.832 2.136 -1.450
H: -1.534 0.737 -1.772
O: -2.303 1.325 -1.713
H: 2.092 2.083 -2.234
H: 2.965 1.155 -2.864
O: 2.380 1.883 -3.141
H: 0.887 0.708 4.103
H: 1.355 0.252 2.740
O: 1.598 0.203 3.676
H: -0.752 2.243 3.955
H: -1.654 1.026 4.277
O: -0.949 1.334 3.663

## Properties
Spin multiplicity: 2
Total charge: -1
<S²>: 0.7505
Energy in Ha: -1050.954651
Orbital gap (spin up / spin down) in eV: 3.3 / 9.3
Energy above the lowest of the compared OMol25 structures with the same formula, charge and spin in kJ/mol: 0.00

=====

One molecule with the formula C5H7N at a distorted geometry. Source: the Open Molecules 2025 dataset; level of theory: ωB97M-V with the def2-TZVPD basis set.

Positions of all 13 atoms, in Å:
C: 1.390 0.603 -0.007
C: 0.465 -0.537 -0.374
C: -0.407 -0.956 0.744
C: -1.024 -0.268 -0.474
C: -1.499 1.095 -0.491
N: -1.882 2.189 -0.501
H: 1.814 1.115 -0.871
H: 2.205 0.176 0.590
H: 0.879 1.342 0.621
H: 0.899 -1.305 -1.014
H: -0.443 -0.419 1.680
H: -0.630 -2.021 0.784
H: -1.767 -1.014 -0.687

## Properties
Total charge: 0
Energy in Ha: -249.418712
Orbital gap in eV: 11.2
Energy above the lowest of the compared OMol25 structures with the same formula, charge and spin in kJ/mol: 143.16
Structure (SMILES): C[C@H]1C[C@H]1C#N

=====

A 7-piece molecular cluster, C36H83N3O7 overall at a distorted geometry. Source: the Open Molecules 2025 dataset; level of theory: ωB97M-V with the def2-TZVPD basis set.

Positions of all 129 atoms, in Å:
C: -3.460 3.188 1.073
C: -2.141 2.556 1.427
C: -2.323 1.300 2.211
C: -1.540 2.149 0.030
C: -0.846 3.384 -0.711
C: 0.160 4.024 0.213
C: -0.462 4.528 1.522
C: 0.742 4.712 2.567
C: -1.145 5.865 1.430
N: -1.275 3.448 2.173
O: -1.901 3.861 3.367
H: -3.996 3.465 1.981
H: -3.238 4.016 0.400
H: -4.059 2.446 0.546
H: -2.094 1.462 3.264
H: -3.367 0.999 2.293
H: -1.660 0.501 1.878
H: -0.714 1.439 0.007
H: -2.300 1.720 -0.622
H: -0.321 3.208 -1.650
H: -1.598 4.140 -0.935
H: 0.637 4.925 -0.172
H: 1.032 3.388 0.366
H: 1.084 3.740 2.922
H: 0.460 5.377 3.383
H: 1.648 5.073 2.079
H: -2.058 5.888 0.835
H: -0.507 6.501 0.816
H: -1.441 6.290 2.389
H: -1.456 3.296 4.004
C: 4.402 -1.864 5.240
C: 2.927 -1.515 4.950
C: 2.181 -1.792 6.280
C: 2.885 0.011 4.716
C: 1.686 0.578 4.201
C: 1.348 -0.177 2.930
C: 1.309 -1.767 3.091
C: -0.107 -2.126 3.654
C: 1.374 -2.277 1.661
N: 2.531 -2.254 3.758
O: 2.511 -3.640 3.922
H: 4.907 -1.811 4.275
H: 4.858 -1.148 5.924
H: 4.723 -2.895 5.384
H: 2.434 -1.112 7.094
H: 1.100 -1.779 6.141
H: 2.394 -2.796 6.645
H: 3.077 0.561 5.637
H: 3.718 0.242 4.052
H: 0.843 0.447 4.879
H: 1.803 1.649 4.034
H: 1.948 0.129 2.073
H: 0.471 0.316 2.510
H: -0.063 -3.066 4.203
H: -0.935 -2.064 2.947
H: -0.312 -1.404 4.445
H: 1.340 -3.366 1.625
H: 2.211 -1.838 1.117
H: 0.495 -2.031 1.065
H: 2.689 -3.902 3.016
C: 2.759 -1.155 -2.950
C: 2.920 0.294 -2.487
C: 1.568 0.631 -1.842
C: 4.136 0.122 -1.532
C: 4.586 1.451 -0.894
C: 4.965 2.479 -1.963
C: 3.987 2.549 -3.213
C: 2.903 3.497 -2.783
C: 4.753 3.027 -4.434
N: 3.423 1.175 -3.594
O: 2.522 1.217 -4.643
H: 2.013 -1.248 -3.740
H: 3.674 -1.412 -3.484
H: 2.570 -1.862 -2.143
H: 0.930 1.338 -2.371
H: 1.049 -0.305 -1.634
H: 1.883 1.066 -0.894
H: 3.715 -0.612 -0.844
H: 4.983 -0.316 -2.060
H: 4.113 1.877 -0.009
H: 5.541 1.219 -0.424
H: 5.924 2.191 -2.395
H: 5.243 3.378 -1.412
H: 2.575 3.425 -1.746
H: 2.038 3.439 -3.444
H: 3.171 4.548 -2.892
H: 5.716 2.539 -4.585
H: 5.034 4.078 -4.360
H: 4.169 3.015 -5.354
H: 2.878 0.546 -5.230
C: -2.045 -5.046 -2.523
C: -2.338 -3.737 -3.332
C: -3.028 -3.932 -4.646
O: -3.120 -2.825 -2.643
H: -2.934 -5.649 -2.337
H: -1.513 -4.672 -1.649
H: -1.294 -5.487 -3.178
H: -1.411 -3.245 -3.625
H: -2.502 -4.721 -5.184
H: -2.864 -3.089 -5.317
H: -4.099 -4.120 -4.568
H: -4.012 -3.145 -2.797
C: -4.158 -5.305 0.530
C: -5.631 -5.104 0.658
C: -5.927 -4.454 2.052
O: -6.038 -4.032 -0.269
H: -3.693 -6.022 1.207
H: -3.749 -4.312 0.715
H: -3.844 -5.510 -0.493
H: -6.087 -6.045 0.352
H: -7.015 -4.422 1.982
H: -5.485 -3.473 2.228
H: -5.705 -5.083 2.914
H: -6.964 -3.809 -0.145
C: -1.447 1.015 -4.966
C: -2.319 -0.059 -4.216
C: -2.609 0.452 -2.807
O: -3.600 -0.230 -4.839
H: -1.433 0.912 -6.051
H: -0.424 1.204 -4.638
H: -1.919 1.997 -4.972
H: -1.710 -0.961 -4.148
H: -3.445 -0.119 -2.403
H: -2.846 1.515 -2.852
H: -1.740 0.304 -2.165
H: -3.550 0.018 -5.765
O: -1.953 -1.721 -0.048
H: -2.546 -2.205 -0.622
H: -1.352 -1.274 -0.644

## Properties
Total charge: 0
Energy in Ha: -2112.117258
Orbital gap in eV: 8.6
Energy above the lowest of the compared OMol25 structures with the same formula, charge and spin in kJ/mol: 366.06
Structure (SMILES): CC1(C)CCCC(C)(C)N1O.CC1(C)CCCC(C)(C)N1O.CC1(C)CCCC(C)(C)N1O.CC(C)O.CC(C)O.CC(C)O.O